1.
ORCA calculation (ωB97M-V/def2-TZVPD) on 13 unconnected molecules or ions with the total composition C4H35N2O12.

E   -32261.270 eV
HOMO level   -10.745 eV
Relative energy (zero: lowest compared OMol25 entry of this formula, charge and spin)   42.0 kcal per mole

ORCA input file:
```
! RIJCOSX wB97M-V def2-TZVPD def2/J DEFGRID3
* xyz 1 1
C 1.43320 0.49879 -0.37462
C 0.69667 1.42848 -1.32344
C 1.43318 1.46455 -2.66730
C 2.73468 1.20141 -2.80497
N 0.56868 1.47021 -3.74955
N 1.56421 -0.90631 -0.78733
H 2.39812 0.97234 -0.15756
H 1.10429 0.62185 0.65682
H -0.33582 1.13045 -1.43352
H 0.57826 2.41847 -0.88183
H 3.28748 1.19992 -3.74062
H 3.37471 0.68248 -2.10000
H 1.04100 1.59478 -4.63287
H -0.35539 1.86486 -3.64981
H 2.20466 -0.99060 -1.58591
H 1.89146 -1.50132 0.00451
H 0.65352 -1.19763 -1.18058
H -1.69424 3.64680 -2.13746
H -2.53123 2.50723 -2.65070
O -1.66232 2.68765 -2.25794
H -0.02539 0.69135 4.52979
H -0.37096 0.23962 3.01685
O 0.18662 0.10143 3.79773
H 0.83520 3.42334 2.97136
H 1.52809 2.02482 3.08698
O 1.54793 2.95570 3.38695
H -3.76602 -1.49669 1.09899
H -4.31994 -2.70232 0.26549
O -3.51502 -2.24443 0.52108
H -3.67152 1.08376 0.49055
H -3.58204 0.85806 2.02537
O -3.68165 0.41280 1.18837
H 3.50050 -2.64954 -2.67994
H 2.11656 -3.21454 -3.10926
O 2.56821 -2.64540 -2.48084
H -2.46221 -3.13714 1.95212
H -1.65745 -4.10274 2.71190
O -1.52362 -3.34467 2.10407
H -1.67753 2.65154 1.00454
H -1.83527 2.22176 -0.44248
O -2.35250 2.45749 0.35477
H -1.88841 -1.59041 -0.98695
H -1.58244 -1.48586 -2.46447
O -1.15967 -1.48033 -1.59877
H 3.32550 0.63811 2.84216
H 1.85434 0.02695 3.15857
O 2.45517 0.42249 2.48325
H 1.97963 -2.95971 2.05167
H 0.88455 -3.12185 0.92884
O 1.79630 -2.87620 1.10953
H -0.80153 -1.24236 1.65878
H -1.96549 -0.37776 0.99363
O -1.12506 -0.33167 1.48402
*
```


2.
ORCA calculation (ωB97M-V/def2-TZVPD) on 12 unconnected molecules or ions with the total composition C4H35N3O11.

E   -31708.314 eV
SMILES   NCCNCCN.O.O.O.O.O.O.O.O.O.O.O
HOMO level   -8.712 eV
Relative energy (zero: lowest compared OMol25 entry of this formula, charge and spin)   17.6 kcal per mole

ORCA input file:
```
! RIJCOSX wB97M-V def2-TZVPD def2/J DEFGRID3
* xyz 0 1
N -0.93158 1.52592 -1.92976
C -1.87792 0.57438 -1.33327
C -1.43241 -0.05418 -0.03037
N -2.40292 -1.04562 0.40662
C -1.80837 -2.30265 0.90605
C -1.44014 -2.18593 2.41102
N 0.04400 -1.92996 2.53580
H -1.02772 2.50319 -1.69324
H 0.02903 1.21481 -1.95959
H -2.07711 -0.10801 -2.15093
H -2.79212 1.15062 -1.17602
H -0.41350 -0.44764 -0.11378
H -1.15594 0.72256 0.70109
H -3.04212 -0.65196 1.08543
H -2.62517 -3.00613 0.81495
H -0.84731 -2.45621 0.43039
H -1.87231 -1.35180 2.96408
H -1.67752 -3.08236 2.98430
H 0.27544 -1.52062 1.63958
H 0.55758 -2.78462 2.65189
O -1.80115 -2.96834 -2.94737
H -2.57276 -2.39959 -3.00398
H -1.44764 -2.92715 -2.05377
O 1.07020 -1.88817 -1.39572
H 0.78649 -0.97749 -1.54790
H 2.02076 -1.69527 -1.47378
O 0.32585 -0.67730 -3.73626
H -0.38081 -0.04362 -3.92674
H -0.00785 -1.53477 -4.02655
O 3.15047 -0.02145 -1.50369
H 3.17853 0.83122 -1.02918
H 3.05313 0.10243 -2.45053
O 2.97739 2.57488 -0.79057
H 3.69734 2.72608 -0.16874
H 2.26810 3.16568 -0.51656
O 3.30734 0.15034 1.69515
H 3.75201 -0.34836 2.38241
H 3.74217 0.02274 0.84893
O -2.87390 3.14683 0.60658
H -2.89298 3.17831 1.57135
H -3.11013 2.21820 0.48138
O 1.08970 2.50222 1.35817
H 0.59314 1.80916 1.81984
H 1.96963 2.48308 1.74494
O -0.87553 1.13219 3.05633
H -0.59257 0.27225 2.70760
H -0.81795 1.04427 4.01254
O -0.52284 4.33886 -0.06932
H -1.34668 3.86512 0.15470
H 0.17271 3.79344 0.30946
O 1.98850 -3.96271 0.86315
H 2.12608 -3.55056 0.00160
H 2.63805 -3.52172 1.42060
*
```


3.
ORCA calculation (ωB97M-V/def2-TZVPD) on 13 unconnected molecules or ions with the total composition C4H35NO12S2.

E   -52443.011 eV
HOMO level   -7.826 eV
Relative energy (zero: lowest compared OMol25 entry of this formula, charge and spin)   138.0 kcal per mole

ORCA input file:
```
! RIJCOSX wB97M-V def2-TZVPD def2/J DEFGRID3
* xyz 0 1
S -1.59394 3.43881 2.97517
S -0.73925 1.68335 3.43926
C -1.15489 0.39777 2.29639
C -0.58719 0.50600 0.84161
C 0.52441 -0.57038 0.80476
N 0.92021 -1.12996 -0.52283
C 1.88472 -2.29169 -0.51174
H -2.64064 3.04344 2.17054
H -2.29102 0.16939 2.17551
H -0.65322 -0.50322 2.88034
H -0.18088 1.43539 0.36043
H -1.39708 0.39416 0.03715
H 1.42205 -0.09308 1.34917
H 0.34306 -1.44783 1.44473
H 0.02274 -1.51394 -0.90514
H 2.23072 -2.36377 -1.47490
H 1.66185 -3.32111 -0.23755
H 2.82110 -2.04501 0.22397
H 2.81928 -0.23686 2.10569
H 3.66319 -0.19609 3.32059
O 3.25557 -0.73807 2.67984
H -1.24920 -4.06565 -2.00468
H -0.55990 -2.57147 -2.09381
O -0.64881 -3.49294 -1.60077
H 1.40702 3.42290 -1.05182
H 1.70323 4.29852 0.08702
O 2.15305 3.96835 -0.71734
H -1.78316 -4.99953 1.03594
H -1.09750 -3.61470 1.32669
O -1.98299 -4.14790 1.42330
H -3.84522 0.90751 1.02097
H -4.89875 1.74458 0.32089
O -4.02408 1.74781 0.66745
H 0.88035 2.03254 -2.91037
H 0.83520 3.49265 -3.18839
O 0.64508 2.84881 -2.46927
H 3.85034 -0.00136 0.39086
H 5.02934 -0.81202 -0.21488
O 4.44215 -0.18809 -0.34265
H 3.00534 2.70981 0.10708
H 4.26969 2.08320 0.50628
O 3.28130 1.99620 0.72223
H -3.42840 -1.85682 1.76373
H -2.66602 -2.72295 0.92116
O -2.88864 -1.81446 0.99282
H -3.15764 -0.28749 -2.21103
H -3.34647 -1.17148 -0.91053
O -3.33801 -1.14061 -1.77343
H -1.12144 2.28320 -2.50239
H -2.48040 2.02766 -2.08363
O -1.74256 1.62379 -2.52929
H 0.08195 0.69388 -2.66661
H 1.56984 0.18748 -2.44088
O 0.77450 0.20124 -3.02760
*
```


4.
ORCA calculation (ωB97M-V/def2-TZVPD) on 15 unconnected molecules or ions with the total composition C4H35NO14.

E   -34866.520 eV
HOMO level   -7.580 eV
Relative energy (zero: lowest compared OMol25 entry of this formula, charge and spin)   179.0 kcal per mole

ORCA input file:
```
! RIJCOSX wB97M-V def2-TZVPD def2/J DEFGRID3
* xyz 0 1
N 1.92846 0.82222 0.63295
C 1.85401 1.54516 -0.47609
C 2.08672 0.93327 -1.70080
C 1.98785 1.70150 -2.91420
C 0.79639 2.21069 -3.20207
H 1.60554 0.92872 1.54426
H 1.56727 -0.15780 0.50194
H 1.90904 2.65503 -0.45339
H 2.72196 0.14011 -1.60287
H 2.90226 1.68427 -3.46170
H 0.41519 2.72182 -3.99787
H -0.04333 2.19332 -2.52699
H -0.49250 2.39171 1.59803
H -0.73466 2.86730 -0.01756
O -1.25708 2.53109 0.82358
H 0.10832 -2.78186 2.18048
H 0.08479 -2.31312 0.78588
O 0.63944 -2.68471 1.45377
H -3.82755 -1.45872 1.37290
H -2.30966 -1.73596 2.06718
O -2.84924 -1.95258 1.27548
H 2.52516 -3.01940 2.11005
H 2.11222 -1.67788 2.30779
O 2.70839 -2.28529 2.73650
H -1.65473 0.77315 0.80354
H -2.12329 -0.76351 0.47494
O -1.72165 0.09282 0.03200
H -2.23213 1.52921 -2.32934
H -3.29373 1.40470 -3.31944
O -2.32228 1.18560 -3.22907
H 0.84024 2.41813 3.36872
H 1.48834 1.09128 3.20079
O 0.68577 1.58461 3.07141
H -1.41104 -0.67647 -2.75476
H -2.11265 -1.31704 -4.02637
O -1.47295 -1.46933 -3.27563
H -0.53290 -2.14847 3.71143
H -0.26670 -1.06146 4.49636
O -1.04017 -1.48511 4.07615
H -3.49321 2.93207 -1.34917
H -2.61165 2.28264 -0.15279
O -3.24315 2.10786 -0.94566
H 3.34363 -1.01723 -1.46748
H 3.96120 -1.63911 -0.29896
O 3.94104 -1.71872 -1.25480
H 3.87769 0.71382 2.34248
H 3.41815 -0.36049 3.36548
O 3.16499 0.49350 2.98419
H -0.18606 -2.12814 -1.96006
H -0.21097 -0.83050 -1.08068
O 0.20801 -1.59736 -1.25569
H -3.62002 -2.05694 -0.66701
H -3.59011 -1.61041 -2.09712
O -4.22867 -1.98802 -1.50066
*
```


Number 1: frontier orbital gap 8.233 eV. Number 2: frontier orbital gap 8.716 eV. Number 3: frontier orbital gap 7.967 eV. Number 4: frontier orbital gap 7.307 eV.